Formula: C5H10NP
Source: OMol25
Level of theory: ωB97M-V/def2-TZVPD

Results
F_max ... 5.68 eV/Å
Frontier orbital gap ... 8.4829 eV
HOMO level ... -8.031 eV
Energy relative to the best compared isomer or geometry (same formula, charge and spin) ... 113.9 kJ/mol
SMILES string ... CP(C)(C)=CC#N
Electronic energy ... -592.5361 Ha

Element x y z (Å)
C -0.555 2.559 -0.108
C 0.523 1.699 0.723
C 0.673 -0.142 -1.563
C 1.154 -1.148 0.986
C -1.664 -0.610 0.198
N -1.071 3.166 -0.920
P 0.114 0.033 0.197
H 0.342 1.877 1.723
H 1.735 -0.249 -1.379
H 0.236 -1.200 -1.771
H 0.385 0.715 -2.207
H 1.272 -1.992 0.305
H 2.065 -0.753 1.432
H 0.592 -1.639 1.862
H -1.928 -1.149 1.123
H -2.293 0.179 -0.002
H -1.580 -1.346 -0.600

Löwdin population analysis, charges in e, atoms 1 to 8: C -0.3773; C -0.2745; C -0.1876; C -0.2324; C -0.1569; N 0.0670; P 0.7435; H -0.0398